Run i
The following is a DFT calculation (ωB97M-V/def2-TZVPD) of C2HClO4 in the gas phase.

Output
HOMO level (alpha / beta) ... -8.391 / -8.389 eV
Net charge ... 0
Frontier orbital gap (alpha / beta) ... 6.016 / 6.013 eV

Geometry (Å):
C -0.580 2.556 -0.622
C -0.716 0.705 -0.300
O -1.680 2.947 -0.276
O 0.370 3.266 -1.007
O 1.605 3.371 -1.455
O 0.309 0.050 0.132
Cl -2.205 0.321 0.401
H 0.149 -0.651 0.811

Run ii
The following is a DFT calculation (ωB97M-V/def2-TZVPD) of 2 unconnected molecules or ions with the total composition C2HClO4.

Output
HOMO level ... -9.697 eV
Net charge ... 0
Frontier orbital gap ... 9.524 eV

Geometry (Å):
C 1.994 0.165 0.236
C -1.203 0.729 0.424
O 2.210 0.940 1.062
O 1.868 -0.868 -0.306
O 1.255 -1.524 -1.223
O -1.798 -0.313 0.725
Cl -1.813 1.401 -1.039
H -2.512 -0.530 0.122

Which is the most stable structure? run ii is the most stable.

Run i
The following is a DFT calculation (ωB97M-V/def2-TZVPD) of 2 unconnected molecules or ions with the total composition C4H10OS.

Output
HOMO level ... -9.060 eV
Net charge ... 0
Frontier orbital gap ... 9.877 eV
SMILES ... CC=O.CCS

Geometry (Å):
C -2.345 0.945 0.603
C -1.555 -0.331 0.773
O -1.786 -1.346 0.180
H -3.360 0.701 0.274
H -1.911 1.558 -0.189
H -2.315 1.504 1.532
H -0.713 -0.228 1.474
C 1.108 -0.079 -1.510
C 1.773 -0.657 -0.293
S 2.072 0.593 1.039
H 1.746 0.622 -2.048
H 0.176 0.425 -1.281
H 0.876 -0.889 -2.211
H 1.184 -1.426 0.195
H 2.755 -1.072 -0.527
H 2.295 -0.321 1.989

Run ii
The following is a DFT calculation (ωB97M-V/def2-TZVPD) of 2 unconnected molecules or ions with the total composition C4H10OS.

Output
HOMO level ... -8.591 eV
Net charge ... 0
Frontier orbital gap ... 9.370 eV
SMILES ... C=CO.CSC

Geometry (Å):
C -3.669 -1.893 1.505
C -2.656 -1.930 0.593
O -2.504 -1.042 -0.552
H -3.489 -2.496 2.391
H -4.199 -1.024 1.359
H -1.792 -2.384 0.947
H -3.312 -0.533 -0.519
C 3.037 2.313 -1.172
S 3.374 1.102 0.170
C 1.800 0.167 -0.183
H 1.971 2.723 -1.215
H 3.328 1.837 -2.157
H 3.790 3.214 -1.017
H 1.050 0.905 0.168
H 1.672 -0.419 -1.108
H 1.598 -0.538 0.789

Which is the most stable structure? run i is the most stable.

Run i
The following is a DFT calculation (ωB97M-V/def2-TZVPD) of 2 unconnected molecules or ions with the total composition C4H10OS.

Output
HOMO level ... -9.120 eV
Net charge ... 0
Frontier orbital gap ... 9.842 eV
SMILES ... C=CO.CCS

Geometry (Å):
C -1.142 -4.374 1.990
C -1.135 -3.264 1.311
O -1.664 -3.315 0.093
H -0.814 -4.565 2.931
H -1.568 -5.145 1.313
H -0.597 -2.378 1.760
H -0.973 -3.324 -0.629
C 1.454 3.120 -1.665
C 0.825 3.162 -0.253
S -0.736 2.110 0.031
H 1.122 3.812 -2.438
H 1.433 2.169 -2.171
H 2.438 3.478 -1.622
H 1.725 2.945 0.519
H 0.608 4.221 -0.053
H -0.975 1.348 -1.117

Run ii
The following is a DFT calculation (ωB97M-V/def2-TZVPD) of 2 unconnected molecules or ions with the total composition C4H10OS.

Output
HOMO level ... -8.151 eV
Net charge ... 0
Frontier orbital gap ... 9.099 eV
SMILES ... CC=O.CSC

Geometry (Å):
C 2.279 0.242 0.795
C 1.615 1.507 0.398
O 0.413 1.636 0.311
H 2.170 -0.013 1.903
H 3.336 0.338 0.463
H 1.845 -0.577 0.229
H 2.268 2.292 -0.109
C -1.260 -0.857 -1.780
S -0.637 -1.212 -0.141
C -1.748 -0.376 0.941
H -1.324 0.105 -2.070
H -2.217 -1.279 -1.877
H -0.554 -1.331 -2.527
H -2.668 -0.238 0.394
H -1.901 -0.983 1.884
H -1.617 0.747 1.185

Run iii
The following is a DFT calculation (ωB97M-V/def2-TZVPD) of 2 unconnected molecules or ions with the total composition C4H10OS.

Output
HOMO level ... -9.262 eV
Net charge ... 0
Frontier orbital gap ... 10.146 eV
SMILES ... CC=O.CCS

Geometry (Å):
C -2.533 -0.822 1.094
C -3.902 -1.333 0.686
O -4.866 -1.289 1.402
H -2.245 -1.314 2.014
H -2.656 0.253 1.254
H -1.853 -0.961 0.255
H -3.997 -1.746 -0.339
C 3.092 1.199 -0.179
C 2.495 0.388 -1.328
S 0.798 -0.132 -0.995
H 3.008 0.693 0.788
H 2.565 2.133 -0.044
H 4.140 1.417 -0.376
H 2.551 1.003 -2.224
H 3.063 -0.525 -1.486
H 0.339 1.034 -0.522

Which is the most stable structure? run iii is the most stable.

Run i
The following is a DFT calculation (ωB97M-V/def2-TZVPD) of 2 unconnected molecules or ions with the total composition C4H10OS.

Output
HOMO level ... -8.780 eV
Net charge ... 0
Frontier orbital gap ... 9.568 eV
SMILES ... C=CO.CCS

Geometry (Å):
C -0.890 -1.475 -1.347
C -1.778 -1.718 -0.372
O -3.109 -2.123 -0.462
H 0.175 -1.537 -1.205
H -1.176 -1.716 -2.366
H -1.464 -1.759 0.628
H -3.358 -2.381 0.424
C 0.370 1.882 1.812
C 1.513 1.943 0.900
S 1.849 0.568 -0.395
H 0.476 0.880 2.494
H 0.436 2.658 2.617
H -0.525 1.691 1.221
H 2.535 2.026 1.369
H 1.331 2.937 0.424
H 1.572 1.298 -1.551

Run ii
The following is a DFT calculation (ωB97M-V/def2-TZVPD) of 2 unconnected molecules or ions with the total composition C4H10OS.

Output
HOMO level ... -9.206 eV
Net charge ... 0
Frontier orbital gap ... 7.818 eV

Geometry (Å):
C -1.910 -0.085 0.248
O -2.968 -0.583 -0.629
C -0.621 -0.279 -0.386
C 0.600 0.130 0.505
C 1.865 0.326 -0.413
S 3.271 1.212 0.168
H -2.005 -0.660 1.171
H -1.889 1.017 0.530
H -3.727 -0.068 -0.459
H -0.474 -1.266 -0.771
H -0.629 0.414 -1.336
H 0.460 1.049 1.103
H 0.892 -0.630 1.352
H 1.547 0.754 -1.424
H 2.147 -0.705 -0.791
H 3.441 -0.628 1.133

Run iii
The following is a DFT calculation (ωB97M-V/def2-TZVPD) of 2 unconnected molecules or ions with the total composition C4H10OS.

Output
HOMO level ... -8.988 eV
Net charge ... 0
Frontier orbital gap ... 9.609 eV
SMILES ... C=CO.CCS

Geometry (Å):
C 2.990 -0.002 -0.808
C 2.670 -1.280 -0.674
O 1.663 -1.655 0.175
H 3.465 0.324 -1.740
H 2.682 0.758 -0.082
H 3.020 -2.004 -1.397
H 1.367 -2.553 0.053
C -2.303 0.128 -1.148
C -1.983 -0.011 0.364
S -1.256 1.463 1.104
H -1.430 -0.163 -1.778
H -2.614 1.157 -1.234
H -3.161 -0.516 -1.353
H -3.115 -0.234 0.925
H -1.478 -1.003 0.587
H -0.182 1.065 0.550

Which is the most stable structure? run iii is the most stable.